A gas-phase ion, C3H8N3 (charge +1) at a distorted geometry, computed with the ωB97M-V functional and the def2-TZVPD basis.

The spin multiplicity is 1. The calculation puts the energy above the lowest of the compared OMol25 structures with the same formula, charge and spin at 158.6 kcal per mole. The calculation puts the HOMO energy (spin up / spin down) at -14.55 / -14.68 eV. As for the HOMO-LUMO gap (spin up / spin down): 9.2206 / 8.0174 eV. For the LUMO energy (spin up / spin down), the calculation gives -5.33 / -6.66 eV. For the strongest force on any atom, the calculation gives 3.4 eV/Å. As for the net charge: +1.

Cartesian coordinates (Å):
C -1.005 0.709 1.171
C -0.288 -0.483 0.430
C 1.382 -1.029 -1.241
N 0.702 1.225 -0.935
N -1.455 1.604 0.205
N 0.564 0.091 -0.615
H -1.999 0.183 1.429
H -0.356 1.104 2.000
H 0.351 -0.850 1.191
H -0.855 -1.285 -0.046
H 1.045 -1.967 -0.816
H 2.292 -0.993 -0.776
H 1.334 -0.995 -2.308
H -1.713 2.688 0.312